The following is a quantum chemistry calculation of C26H35N6OReS3 as an isolated structure at a distorted geometry, from the OMol25 dataset.

Its molar mass is 730.01 g mol⁻¹. As for the LUMO energy (spin up / spin down): -3.1 / -2.7 eV. The energy above the lowest of the compared OMol25 structures with the same formula, charge and spin is 27.3 kcal per mole. The calculation puts the orbital gap (spin up / spin down) at 6.7061 / 7.0608 eV.

```
! wB97M-V def2-TZVPD RIJCOSX def2/J DEFGRID3
* xyz 1 2
Re 0.67 -0.77 0.45
N 1.23 -1.47 -1.78
C 2.71 -1.59 -1.89
C 3.26 -2.21 -0.64
N 2.87 -1.37 0.50
H 0.82 -2.40 -1.78
H 0.86 -0.96 -2.57
H 3.12 -0.58 -2.02
H 3.01 -2.19 -2.75
H 4.34 -2.34 -0.72
H 2.81 -3.20 -0.50
H 3.40 -0.50 0.48
H 3.10 -1.83 1.37
C 1.54 4.60 4.18
N 1.47 3.25 3.63
N 1.74 2.96 2.31
C 1.38 1.67 2.06
O 1.58 1.14 0.91
C 0.86 1.16 3.27
C 0.92 2.17 4.20
C 0.48 2.17 5.62
C 2.49 3.82 1.45
C 3.68 4.39 1.90
C 4.43 5.17 1.04
C 4.00 5.37 -0.27
C 2.82 4.79 -0.71
C 2.06 4.02 0.15
H 1.63 5.32 3.37
H 2.40 4.71 4.84
H 0.63 4.81 4.74
H 0.48 0.16 3.41
H 0.22 1.15 5.92
H -0.39 2.80 5.76
H 1.27 2.53 6.28
H 4.02 4.21 2.91
H 5.36 5.61 1.38
H 4.60 5.97 -0.95
H 2.49 4.94 -1.73
H 1.13 3.56 -0.18
C -2.46 0.04 -1.44
C -2.02 0.79 -0.16
C -3.26 1.22 0.63
C -1.21 2.03 -0.57
C -1.17 -0.19 0.63
H -2.97 0.73 -2.12
H -3.16 -0.77 -1.19
H -1.60 -0.39 -1.94
H -3.82 1.98 0.08
H -2.97 1.65 1.60
H -3.92 0.37 0.81
H -1.80 2.64 -1.26
H -0.28 1.74 -1.05
H -0.98 2.63 0.32
H -1.76 -0.63 1.44
S -5.31 -3.41 -0.92
C -3.69 -3.60 -0.71
S -2.85 -3.06 0.72
C -1.31 -3.39 -0.04
N -1.42 -3.91 -1.20
N -2.74 -4.07 -1.57
C -2.98 -4.73 -2.83
C -4.01 -5.64 -2.96
C -4.19 -6.29 -4.18
C -3.34 -6.03 -5.25
C -2.31 -5.11 -5.10
C -2.12 -4.47 -3.89
S 0.23 -3.10 0.75
H -4.66 -5.87 -2.13
H -4.99 -7.00 -4.28
H -3.47 -6.55 -6.19
H -1.64 -4.91 -5.93
H -1.31 -3.76 -3.75
*
```


The following is a quantum chemistry calculation of one molecule with the formula C5H10O, from the OMol25 dataset.

Its molar mass is 86.13 g mol⁻¹. As for the LUMO energy: 1.0 eV. The energy above the lowest of the compared OMol25 structures with the same formula, charge and spin is 69.3 kcal per mole. The calculation puts the orbital gap at 10.3802 eV.

```
! wB97M-V def2-TZVPD RIJCOSX def2/J DEFGRID3
* xyz 0 1
C -0.54 -1.79 0.61
O -0.77 -0.44 0.84
C -0.02 0.54 0.16
C 1.38 0.59 0.83
C 0.04 0.68 -1.36
C -1.16 1.21 -0.67
H -1.49 -2.27 0.85
H -0.29 -1.98 -0.44
H 0.25 -2.16 1.27
H 2.08 1.39 0.54
H 1.36 0.52 1.93
H 1.87 -0.34 0.50
H 0.72 1.50 -1.61
H 0.07 -0.16 -2.05
H -1.97 0.48 -0.70
H -1.52 2.23 -0.69
*
```


The following is a quantum chemistry calculation of one molecule with the formula C9H6FN7O at a distorted geometry, from the OMol25 dataset.

Its molar mass is 247.19 g mol⁻¹. As for the LUMO energy: -0.5 eV. The energy above the lowest of the compared OMol25 structures with the same formula, charge and spin is 22.9 kcal per mole. The calculation puts the orbital gap at 8.9501 eV.

```
! wB97M-V def2-TZVPD RIJCOSX def2/J DEFGRID3
* xyz 0 1
O -3.32 2.54 0.26
F 1.47 -5.28 -1.86
N -0.05 0.14 1.93
N 1.27 -0.34 -2.28
N -0.81 0.79 2.82
N 0.67 0.58 -1.50
C -2.54 1.73 -0.19
C -1.52 1.39 0.76
C -0.46 0.57 0.64
C 0.21 -3.90 -0.38
C 1.43 -2.84 -2.13
C -0.26 -2.60 0.01
C 1.03 -4.00 -1.48
C 1.05 -1.60 -1.71
C 0.21 -1.49 -0.60
N -2.42 1.45 -1.48
N -1.71 1.49 2.12
N -0.05 -0.11 -0.57
H -0.03 -4.77 0.17
H 2.10 -3.03 -2.98
H -0.92 -2.39 0.80
H -2.99 2.01 -1.99
H -1.54 1.09 -1.73
H -2.41 2.09 2.54
*
```


- Which formula does entry 1 have?
  C26H35N6OReS3